[1]
One molecule with the formula C3H5ClFO4P. Source: the OMol25 dataset; level of theory: wB97M-V/def2-TZVPD.

Results
- highest occupied orbital energy (eV) = -10.4
- 2S+1 = 1
- structure (SMILES) = C[C@@H](F)OC(=O)OP(O)Cl

Element x y z (Å)
C: 1.6665 -0.8555 0.2079
C: 1.0831 0.4627 0.6560
F: 1.9700 1.1345 1.4489
O: 0.8639 1.3474 -0.4400
C: -0.2376 1.1338 -1.1843
O: -0.2377 0.8219 -2.3217
O: -1.3791 1.4082 -0.4631
P: -2.6478 0.3771 -0.2550
O: -1.8842 -0.9857 -0.7198
Cl: -2.5221 0.1218 1.8197
H: 0.8672 -1.5628 -0.0298
H: 2.2646 -1.2648 1.0268
H: 2.2915 -0.7145 -0.6769
H: 0.1587 0.3512 1.2332
H: -2.2568 -1.7753 -0.3019

Cartesian forces (eV/Å) of the 2 atoms listed first:
C 0.0 -0.1 0.0
C -0.1 0.1 0.3

These are the natural (NBO) partial charges, in e, on atoms 1 to 2:
1 C -0.6781
2 C 0.4732

[2]
C8H7F3N2 as an isolated structure in a non-equilibrium geometry. Source: the OMol25 dataset; level of theory: wB97M-V/def2-TZVPD.

Results
- highest occupied orbital energy (eV) = -9.6
- 2S+1 = 1
- relative energy (zero: lowest compared OMol25 entry of this formula, charge and spin) (kJ/mol) = 284.1

Element x y z (Å)
C: 2.0730 -0.9478 0.4246
C: 1.2671 -1.7258 -0.3730
C: 1.7745 0.2847 0.9010
C: -0.0970 -1.3774 -0.4029
C: 0.4246 0.7354 0.7042
C: -0.4215 -0.0995 -0.0302
C: -2.3495 0.4954 -0.0568
C: -3.2728 -0.6673 0.0602
N: -2.6155 1.5447 -0.9954
N: -2.6132 1.7582 0.4355
F: -4.4153 -0.3068 0.6537
F: -3.6467 -1.2675 -1.0659
F: -2.8029 -1.6564 0.7928
H: 3.0422 -1.2990 0.5835
H: 1.5898 -2.7635 -0.6722
H: 2.5069 0.7561 1.6107
H: -1.0041 -2.0078 -0.8415
H: -0.0089 1.6770 1.0745
H: -1.6832 1.8274 -1.3396
H: -3.5568 1.9178 0.9558

Cartesian forces (eV/Å) of the 2 atoms listed first:
C 0.9 -0.3 -1.3
C -1.8 -2.0 0.7

These are the natural (NBO) partial charges, in e, on atoms 1 to 2:
1 C -0.2179
2 C -0.2066

[3]
A 2-piece molecular cluster, C2H7NO3 overall in a non-equilibrium geometry. Source: the OMol25 dataset; level of theory: wB97M-V/def2-TZVPD.

Results
- highest occupied orbital energy (eV) = -10.2
- 2S+1 = 1
- structure (SMILES) = O=CNCO.O
- relative energy (zero: lowest compared OMol25 entry of this formula, charge and spin) (kJ/mol) = 143.1

Element x y z (Å)
O: -1.4013 1.0137 -1.0044
C: -1.7329 0.0314 -1.6193
N: -1.6696 -1.2120 -0.9891
C: -1.3489 -1.1634 0.4284
O: -2.3761 -1.0474 1.3443
H: -2.1845 0.0184 -2.6141
H: -1.9503 -2.0831 -1.3886
H: -0.6347 -0.3461 0.5692
H: -0.6074 -1.9452 0.6359
H: -2.9411 -0.3260 1.0870
H: 4.9499 2.4719 1.4842
H: 6.2719 2.0201 1.2714
O: 5.6250 2.5679 0.7951

Cartesian forces (eV/Å) of the 2 atoms listed first:
O -0.1 0.8 -0.8
C -0.4 -1.4 1.3

These are the natural (NBO) partial charges, in e, on atoms 1 to 2:
1 O -0.5956
2 C 0.5259

[4]
C30H22AsMnN3O2S as an isolated structure in a non-equilibrium geometry. Source: the OMol25 dataset; level of theory: wB97M-V/def2-TZVPD.

Results
- expectation value of S² = 6.0687
- highest occupied orbital energy (spin up / spin down) (eV) = -11.0 / -11.3
- 2S+1 = 5
- total charge = +1
- relative energy (zero: lowest compared OMol25 entry of this formula, charge and spin) (kJ/mol) = 36.7

Element x y z (Å)
Mn: 0.6243 -1.7736 -0.0188
O: -0.5599 -2.7434 3.6848
C: -0.3936 -2.6071 2.5052
N: 0.6910 -2.0277 1.8510
C: 1.8669 -1.7220 2.5300
O: 2.0668 -1.7327 3.7126
C: 2.9619 -1.4185 1.5406
C: 4.2293 -1.0897 1.9724
C: 5.2133 -0.8564 1.0259
C: 4.8860 -0.9783 -0.3168
C: 3.5917 -1.3043 -0.6700
N: 2.6327 -1.5159 0.2390
C: -1.3869 -3.1298 1.4964
C: -2.5902 -3.6676 1.9047
C: -3.4713 -4.1310 0.9393
C: -3.0981 -4.0571 -0.3949
C: -1.8713 -3.5096 -0.7228
N: -1.0297 -3.0408 0.2023
H: 4.4059 -1.0331 3.0375
H: 6.2153 -0.5836 1.3287
H: 5.6240 -0.8213 -1.0900
H: 3.3050 -1.4126 -1.7069
H: -2.8009 -3.7114 2.9643
H: -4.4305 -4.5428 1.2227
H: -3.7466 -4.4180 -1.1801
H: -1.5416 -3.4407 -1.7512
S: 0.6602 -1.7278 -2.2259
C: -0.3584 -0.4453 -2.8894
C: -0.5279 -0.3841 -4.2691
C: -1.3432 0.5889 -4.8235
C: -1.9954 1.5063 -4.0119
C: -1.8168 1.4610 -2.6380
C: -0.9905 0.4981 -2.0715
As: -0.6415 0.3625 -0.1695
C: -1.9204 1.6318 0.5809
C: -1.6351 2.9941 0.5483
C: -2.5599 3.9005 1.0410
C: -3.7633 3.4512 1.5684
C: -4.0477 2.0948 1.5967
C: -3.1269 1.1816 1.1047
C: 0.9831 1.4226 0.0322
C: 1.3521 1.7427 1.3392
C: 2.4573 2.5441 1.5705
C: 3.2034 3.0183 0.4990
C: 2.8449 2.6886 -0.8001
C: 1.7340 1.8905 -1.0381
H: -0.0243 -1.1097 -4.8952
H: -1.4762 0.6257 -5.8966
H: -2.6398 2.2573 -4.4483
H: -2.3166 2.1764 -1.9970
H: -0.6976 3.3416 0.1342
H: -2.3370 4.9589 1.0140
H: -4.4783 4.1618 1.9612
H: -4.9872 1.7465 2.0051
H: -3.3448 0.1202 1.1284
H: 0.7497 1.3867 2.1699
H: 2.7311 2.8055 2.5848
H: 4.0586 3.6575 0.6777
H: 3.4237 3.0653 -1.6339
H: 1.4373 1.6551 -2.0541

Cartesian forces (eV/Å) of the 2 atoms listed first:
Mn -0.1 -0.8 -0.1
O 0.0 0.1 0.0

These are the natural (NBO) partial charges, in e, on atoms 1 to 2:
1 Mn 1.2484
2 O -0.4887

Q: 2S+1 of number 1 (C3H5ClFO4P)?
A: 1

Q: Which formula does entry 1 have?
A: C3H5ClFO4P